# 1
Entry from OMol25: a molecular structure, C26H23Br2HgN4OS3Si in a non-equilibrium geometry (ωB97M-V with the def2-TZVPD basis set).

E_HOMO (spin up / spin down) (eV): 1.164 / -1.257
Molecular weight (g/mol): 892.18
Max |F| (eV/Å): 4.0
Orbital gap (spin up / spin down) (eV): 2.74 / 5.16
Total charge: -2
2S+1: 2
ΔE to the lowest compared entry with this formula, charge and spin (kJ/mol): 212.5

Element x y z (Å)
Hg 11.76344 14.81156 7.79671
Br 8.76232 10.32411 7.93923
C 9.53156 11.30724 9.33145
C 9.03540 10.90372 10.61857
C 9.27499 11.74534 11.70214
Br 8.07529 11.70130 13.17503
C 10.29274 12.74619 11.59301
C 10.55673 13.75268 12.53705
C 11.62078 14.61221 12.41016
C 12.31442 14.67424 11.18545
N 11.90540 13.85336 10.18255
C 10.89555 12.97262 10.28279
C 10.40479 12.38130 9.03518
O 10.71298 12.77567 7.85898
H 8.44966 9.95854 10.74224
H 9.75764 13.95359 13.32223
H 11.98051 15.14756 13.31421
H 13.22637 15.16458 10.95736
C 7.25407 16.69555 6.77308
Si 8.24947 15.16721 6.94626
C 7.34624 13.99905 8.10931
C 8.70161 14.28291 5.28880
N 9.74886 15.78146 7.74323
C 9.67045 17.00027 8.27547
C 10.21770 18.18188 7.66764
C 10.40142 19.37841 8.33692
C 9.97444 19.54686 9.65095
C 9.19688 18.50263 10.21568
C 9.04424 17.31646 9.50525
H 6.27050 16.51246 6.27632
H 7.74734 17.36783 6.04369
H 7.15068 17.12874 7.73750
H 7.05257 14.44424 9.07323
H 7.90367 13.01868 8.21844
H 6.38013 13.66279 7.67985
H 9.17717 14.89305 4.54126
H 7.84868 13.73420 4.84287
H 9.31474 13.39393 5.60717
H 10.68914 18.05920 6.71031
H 10.89251 20.22616 7.92127
H 10.14219 20.38870 10.31553
H 8.77535 18.66641 11.23583
H 8.47530 16.50915 9.99862
S 17.72975 12.12332 4.95750
C 16.52543 12.59616 6.00130
S 16.51804 14.18500 6.70863
C 14.96191 13.92998 7.28239
N 14.50772 12.71163 7.18628
N 15.42995 11.91298 6.56224
C 15.22871 10.46557 6.50805
C 13.91030 9.99048 6.69683
C 13.73272 8.59382 6.73464
C 14.82734 7.68453 6.87846
C 16.09922 8.20186 6.70252
C 16.30427 9.57297 6.53901
S 14.11303 15.27014 7.85562
H 13.18362 10.75428 6.58058
H 12.69238 8.17060 6.72485
H 14.69612 6.67074 7.09236
H 16.95692 7.56740 6.64650
H 17.23160 10.07216 6.33560

Mulliken population analysis, charges in e, atoms 1 to 5:
1 Hg 1.44
2 Br -0.27
3 C 0.09
4 C -0.65
5 C -0.18

=====

# 2
Entry from OMol25: a molecular structure, C8H12N6O3S2SbSe4Sr in a non-equilibrium geometry (ωB97M-V with the def2-TZVPD basis set).

E_HOMO (spin up / spin down) (eV): -4.835 / -4.859
Molecular weight (g/mol): 829.58
Max |F| (eV/Å): 3.0
Orbital gap (spin up / spin down) (eV): 4.41 / 4.44
Total charge: -1
ΔE to the lowest compared entry with this formula, charge and spin (kJ/mol): 211.2

Element x y z (Å)
Sr 0.96080 0.71000 0.71508
S 2.03210 0.82090 3.42148
C 3.19470 -0.41900 3.34628
C 3.42580 -1.07470 4.57378
N 3.58180 -1.58940 5.58878
C 3.94120 -0.80500 2.22908
S 3.92660 -0.07300 0.69168
C 4.83700 -1.88140 2.39338
N 5.55100 -2.77190 2.51888
C -0.05730 1.65200 -3.03852
O 0.49350 1.67470 -1.72952
C 0.17640 2.65640 -0.87372
O 0.86590 2.76970 0.13438
N -0.78170 3.52160 -1.19392
N -1.08100 4.60060 -0.34102
H 0.57130 0.97660 -3.61892
H -0.03460 2.64650 -3.48262
H -1.08000 1.26890 -3.04732
H -1.51570 3.32540 -1.87322
H -0.31130 4.66990 0.32498
H -1.92690 4.38640 0.19108
C -1.91140 -3.54070 0.02758
N -0.94920 -2.66130 0.64988
C 0.07400 -2.04220 0.04898
N 0.22390 -2.19760 -1.28432
O 0.90180 -1.39320 0.71558
H -2.30000 -4.23420 0.77038
H -1.42970 -4.11110 -0.76482
H -2.75660 -2.99470 -0.40032
H -1.05220 -2.45580 1.63228
H -0.59490 -2.35400 -1.85782
H 0.96310 -1.64960 -1.69922
Se -2.79230 -1.08060 -2.68252
Sb -3.65380 0.50070 -0.96362
Se -5.63380 -0.42290 0.23748
Se -3.99970 2.70030 -2.07322
Se -1.85890 0.87170 0.71348

Mulliken population analysis, charges in e, atoms 1 to 5:
1 Sr 1.15
2 S -0.28
3 C 0.35
4 C 0.00
5 N -0.45

=====

# 3
Entry from OMol25: a molecular structure, C6H9FeO4 in a non-equilibrium geometry (ωB97M-V with the def2-TZVPD basis set).

E_HOMO (spin up / spin down) (eV): -6.943 / -9.297
Molecular weight (g/mol): 200.98
Max |F| (eV/Å): 3.0
Orbital gap (spin up / spin down) (eV): 7.47 / 9.01
2S+1: 6
ΔE to the lowest compared entry with this formula, charge and spin (kJ/mol): 0.0

Element x y z (Å)
O -1.99157 -2.07230 -1.77719
C -2.38063 -1.16475 -0.98981
O -3.42786 -0.50414 -1.22947
O -1.66133 -0.97050 0.10240
C -1.89410 0.14153 0.97879
Fe -3.60700 -1.57751 -2.87515
H -2.91020 0.47255 0.71871
H -1.37165 -0.28095 1.85095
C -1.87473 1.86864 3.01597
C -1.63825 2.42863 1.78611
H -1.04126 1.42505 3.56935
H -2.85927 1.99522 3.47429
H -2.40322 3.14014 1.44999
C -1.01989 1.60101 0.73690
C -1.08280 2.23944 -0.63987
O -0.51868 1.37272 -1.60557
H 0.00502 1.30589 1.00104
H -0.53565 3.19662 -0.60532
H -2.13492 2.45961 -0.89130
H -0.70577 1.71497 -2.48288

Mulliken population analysis, charges in e, atoms 1 to 5:
1 O -0.73
2 C 1.35
3 O -0.69
4 O -0.29
5 C -0.90

=====

> The highest molecular weight belongs to which entry?

C26H23Br2HgN4OS3Si